Density functional theory data (ωB97M-V/def2-TZVPD) for a structure of composition C83H180N5O10P2.

For the calculated total energy, the calculation gives -135459.652 eV. The molar mass is 1470.33 g/mol. The calculation puts the orbital gap at 3.4478 eV. The value obtained for the LUMO energy is -4.42 eV. The largest force on an atom is 6.90 eV/Å. The calculation puts the energy relative to the best compared isomer or geometry (same formula, charge and spin) at 0.000 eV. Its total charge is +3.

Atoms and positions in Å:
C (-3.7263, -2.5222, -2.4768)
C (-3.9559, -1.4994, -1.3780)
C (-2.6516, -0.8533, -0.8508)
C (-1.7385, -0.2415, -2.0369)
N (-0.6042, 0.7935, -1.6499)
C (0.4586, 0.1544, -0.7512)
C (1.7504, 0.9794, -0.7560)
C (1.6990, 1.5052, -2.2375)
C (0.3148, 1.1818, -2.8299)
C (-1.2593, 2.0837, -0.9907)
H (-3.1927, -3.3936, -2.0971)
H (-3.0702, -2.0662, -3.2182)
H (-4.6850, -2.7776, -2.9280)
H (-4.5240, -1.8338, -0.5099)
H (-4.4402, -0.6072, -1.7747)
H (-2.0392, -1.5692, -0.3025)
H (-2.8720, -0.1116, -0.0831)
H (-2.2762, 0.3652, -2.7654)
H (-1.2145, -1.0738, -2.5068)
H (-0.0671, 0.1070, 0.2024)
H (0.5316, -0.8455, -1.1789)
H (1.6856, 1.8498, -0.1030)
H (2.6255, 0.3530, -0.5831)
H (1.8694, 2.5811, -2.2752)
H (2.5082, 1.1007, -2.8454)
H (-0.0847, 1.9724, -3.4651)
H (0.4354, 0.2404, -3.3658)
H (-1.7488, 2.4888, -1.8764)
H (-0.4711, 2.7646, -0.6693)
H (-1.9425, 1.7543, -0.2079)
C (6.9677, -3.1538, 3.4185)
C (6.6652, -4.4590, 2.6840)
C (7.8179, -4.8450, 1.7785)
C (7.2820, -5.8961, 0.7573)
N (8.3525, -6.1832, -0.2751)
C (7.9023, -7.5979, -0.8724)
C (9.1418, -8.0456, -1.6025)
C (10.3786, -7.5558, -0.7979)
C (9.7567, -6.5302, 0.2811)
C (8.4099, -5.1280, -1.3860)
H (8.0032, -3.0979, 3.7541)
H (6.2524, -3.2719, 4.2325)
H (6.8523, -2.2687, 2.7929)
H (5.7390, -4.3229, 2.1255)
H (6.5031, -5.2309, 3.4363)
H (8.6057, -5.2276, 2.4273)
H (8.1530, -3.9469, 1.2597)
H (6.4123, -5.5059, 0.2286)
H (6.9056, -6.7370, 1.3398)
H (7.0022, -7.4904, -1.4777)
H (7.7271, -8.3450, -0.0983)
H (9.1532, -7.5459, -2.5712)
H (9.0253, -9.1286, -1.6413)
H (11.1003, -6.9476, -1.3431)
H (10.8733, -8.4585, -0.4393)
H (10.4231, -5.6827, 0.4415)
H (9.6825, -7.0316, 1.2461)
H (9.0145, -4.3256, -0.9631)
H (7.3665, -4.8349, -1.5024)
H (9.0477, -5.5255, -2.1754)
C (4.9050, 9.6732, -0.7354)
C (5.8149, 9.6793, 0.4769)
C (6.7002, 8.4824, 0.4672)
C (7.6599, 8.3619, 1.7197)
N (8.8094, 7.3241, 1.5520)
C (9.6896, 7.3600, 2.7649)
C (11.0344, 6.7283, 2.3072)
C (11.0907, 6.8068, 0.7853)
C (9.8288, 7.6342, 0.4332)
C (8.1444, 5.9184, 1.4276)
H (4.2258, 8.8260, -0.6408)
H (5.2434, 9.5154, -1.7595)
H (4.2405, 10.5367, -0.7634)
H (5.2360, 9.7256, 1.3993)
H (6.5178, 10.5096, 0.5449)
H (7.2511, 8.5832, -0.4679)
H (6.1283, 7.5550, 0.4354)
H (7.2026, 8.1569, 2.6877)
H (8.2070, 9.2966, 1.8422)
H (9.2151, 6.8195, 3.5839)
H (9.7653, 8.3544, 3.2050)
H (10.9757, 5.6424, 2.3817)
H (11.9511, 7.0517, 2.8003)
H (11.1373, 5.8577, 0.2514)
H (12.0060, 7.3549, 0.5617)
H (9.3532, 7.5329, -0.5423)
H (9.9786, 8.7115, 0.5051)
H (7.8189, 5.9065, 0.3875)
H (7.2614, 5.7725, 2.0498)
H (8.9624, 5.2629, 1.7264)
C (2.3639, 3.1080, -9.5122)
C (1.9586, 1.6782, -9.7949)
C (3.1179, 0.7246, -9.5106)
C (2.7170, -0.7177, -9.4033)
N (3.9377, -1.6690, -9.2257)
C (4.6409, -1.8600, -10.6056)
C (3.9595, -3.0038, -11.2696)
C (3.6677, -3.9630, -10.1477)
C (3.4985, -3.1456, -8.8827)
C (4.9228, -1.2408, -8.1280)
H (1.6621, 3.8551, -9.8829)
H (3.3502, 3.3755, -9.8914)
H (2.4972, 3.2231, -8.4365)
H (1.6226, 1.5822, -10.8274)
H (1.0532, 1.3041, -9.3170)
H (3.4955, 0.9962, -8.5248)
H (3.9040, 0.7533, -10.2652)
H (2.2123, -1.0193, -10.3211)
H (1.9191, -0.9136, -8.6870)
H (5.6897, -2.1441, -10.5202)
H (4.7307, -1.0111, -11.2834)
H (4.6038, -3.2686, -12.1080)
H (2.9880, -2.6343, -11.5979)
H (4.4224, -4.7490, -10.1211)
H (2.7998, -4.5438, -10.4599)
H (4.2538, -3.5612, -8.2156)
H (2.5108, -3.2522, -8.4342)
H (4.3722, -1.2000, -7.1881)
H (5.4014, -0.3102, -8.4331)
H (5.7014, -1.9674, -7.8960)
C (-11.9277, 7.3279, -8.7425)
C (-10.8792, 6.7856, -7.7159)
C (-9.6050, 7.6826, -7.7804)
C (-8.1967, 7.1055, -7.2020)
N (-6.8698, 7.9735, -7.3057)
C (-6.9447, 9.2380, -6.4286)
C (-5.5314, 9.6037, -5.9324)
C (-4.9105, 8.2188, -5.6805)
C (-5.6774, 7.2294, -6.6330)
C (-6.5545, 8.2661, -8.7427)
H (-12.8718, 6.8182, -8.5501)
H (-11.5563, 7.2278, -9.7624)
H (-12.1996, 8.3634, -8.5383)
H (-10.5469, 5.7535, -7.8271)
H (-11.3271, 6.9107, -6.7301)
H (-9.8490, 8.6459, -7.3325)
H (-9.4054, 7.8215, -8.8430)
H (-7.9047, 6.2106, -7.7515)
H (-8.2979, 6.7638, -6.1719)
H (-7.4235, 10.0484, -6.9783)
H (-7.5899, 9.0332, -5.5744)
H (-4.9268, 9.9363, -6.7762)
H (-5.5530, 10.3668, -5.1544)
H (-3.8303, 8.3035, -5.7994)
H (-5.1798, 7.9388, -4.6621)
H (-5.0732, 6.6929, -7.3646)
H (-6.1358, 6.4496, -6.0248)
H (-5.6928, 8.9335, -8.7568)
H (-7.3670, 8.7549, -9.2803)
H (-6.2824, 7.3641, -9.2908)
C (-5.4347, 0.7178, 9.2226)
C (-5.7281, 1.8289, 8.2421)
C (-4.4863, 2.5311, 7.7241)
C (-4.7519, 3.6782, 6.6901)
P (-5.3126, 5.2848, 7.3804)
C (-7.1179, 5.3325, 7.8196)
C (-7.9425, 5.0470, 6.5684)
C (-9.4599, 4.8744, 6.7677)
C (-10.3530, 4.8708, 5.5103)
C (-4.3896, 5.6384, 8.8781)
C (-4.6148, 7.0472, 9.5228)
C (-3.5665, 7.2931, 10.6454)
C (-3.8182, 8.7280, 11.1830)
C (-4.9965, 6.6366, 6.1970)
C (-3.5900, 6.8135, 5.6219)
C (-3.4669, 7.9020, 4.5835)
C (-3.6675, 9.4203, 5.0711)
H (-4.7705, 1.1903, 9.9462)
H (-4.9626, -0.1302, 8.7265)
H (-6.2875, 0.4111, 9.8283)
H (-6.4868, 2.4814, 8.6744)
H (-6.3098, 1.4133, 7.4194)
H (-3.8257, 1.7852, 7.2822)
H (-3.8919, 2.8591, 8.5768)
H (-5.4945, 3.4506, 5.9253)
H (-3.7955, 4.0245, 6.2983)
H (-7.2117, 6.3564, 8.1815)
H (-7.3519, 4.6176, 8.6084)
H (-7.5996, 4.1141, 6.1209)
H (-7.7284, 5.8587, 5.8732)
H (-9.8421, 5.6960, 7.3735)
H (-9.6325, 3.9635, 7.3411)
H (-11.3161, 4.3785, 5.6454)
H (-9.8866, 4.4936, 4.6002)
H (-10.6959, 5.8646, 5.2224)
H (-3.3149, 5.5143, 8.7446)
H (-4.6551, 4.8321, 9.5618)
H (-5.5787, 6.9681, 10.0257)
H (-4.6563, 7.8382, 8.7740)
H (-2.5537, 7.1384, 10.2734)
H (-3.7430, 6.6076, 11.4743)
H (-3.7741, 9.5096, 10.4245)
H (-3.1785, 8.9644, 12.0332)
H (-4.8493, 8.8982, 11.4927)
H (-5.2531, 7.5275, 6.7702)
H (-5.7666, 6.6177, 5.4258)
H (-3.4589, 5.8599, 5.1106)
H (-2.8992, 6.8262, 6.4649)
H (-4.1407, 7.5607, 3.7977)
H (-2.4654, 7.8759, 4.1541)
H (-3.0614, 9.7023, 5.9320)
H (-4.6510, 9.6288, 5.4924)
H (-3.5399, 10.1306, 4.2543)
C (1.7993, -8.7313, 7.7809)
C (0.6884, -8.0485, 7.0204)
C (-0.1612, -9.0777, 6.1745)
C (0.5435, -9.2255, 4.8022)
P (0.2389, -10.8012, 3.8151)
C (1.5805, -11.0899, 2.5613)
C (1.2516, -12.3263, 1.6928)
C (2.3098, -12.4896, 0.5970)
C (1.8872, -13.5471, -0.4712)
C (-1.3324, -10.6016, 2.8432)
C (-2.5962, -10.2597, 3.6366)
C (-3.1065, -8.8292, 3.4074)
C (-4.1003, -8.3200, 4.4727)
C (0.1473, -12.2746, 4.9403)
C (1.5379, -12.5709, 5.6674)
C (1.5330, -13.4395, 6.9139)
C (0.4773, -13.0871, 7.9421)
H (1.2599, -9.4124, 8.4391)
H (2.4284, -8.0290, 8.3280)
H (2.3895, -9.3236, 7.0817)
H (0.9628, -7.2107, 6.3793)
H (-0.0530, -7.5510, 7.6457)
H (-1.2226, -8.8561, 6.0627)
H (-0.1530, -10.0593, 6.6482)
H (1.6127, -9.1020, 4.9742)
H (0.2116, -8.3749, 4.2070)
H (2.5166, -11.2915, 3.0821)
H (1.6378, -10.1804, 1.9631)
H (0.2456, -12.3402, 1.2736)
H (1.4068, -13.2304, 2.2816)
H (3.2548, -12.8195, 1.0287)
H (2.4890, -11.5476, 0.0788)
H (1.0229, -13.1799, -1.0247)
H (1.5213, -14.5147, -0.1276)
H (2.7228, -13.8375, -1.1080)
H (-1.3236, -11.5695, 2.3420)
H (-1.3465, -9.8798, 2.0266)
H (-2.4285, -10.5121, 4.6837)
H (-3.3383, -10.9117, 3.1760)
H (-3.6597, -8.7970, 2.4688)
H (-2.2647, -8.1547, 3.2505)
H (-3.7627, -8.4112, 5.5051)
H (-5.0008, -8.9269, 4.3791)
H (-4.3334, -7.2801, 4.2438)
H (-0.2702, -13.1717, 4.4830)
H (-0.6338, -12.0579, 5.6690)
H (1.8256, -11.6122, 6.0991)
H (2.3332, -12.8339, 4.9700)
H (2.5617, -13.3680, 7.2670)
H (1.4310, -14.4938, 6.6570)
H (0.8938, -13.2858, 8.9296)
H (-0.5100, -13.5208, 7.7832)
H (0.4523, -12.0110, 8.1138)
C (-7.1047, 0.5739, -8.8970)
C (-5.7147, 1.1026, -9.1223)
O (-4.7729, 0.6540, -8.4187)
O (-5.5565, 1.9692, -10.0265)
H (-7.3268, 0.6405, -7.8319)
H (-7.2879, -0.4256, -9.2915)
H (-7.7652, 1.3190, -9.3403)
C (0.5688, -7.6229, -3.6401)
C (1.0243, -6.4295, -2.8221)
O (0.6294, -6.3012, -1.6237)
O (1.8856, -5.6956, -3.3748)
H (0.1620, -7.3162, -4.6037)
H (-0.2926, -8.0508, -3.1273)
H (1.4187, -8.2759, -3.8383)
O (-8.3598, 3.3703, -1.4839)
C (-7.6134, 3.8657, -0.5119)
O (-7.7133, 3.1981, 0.4846)
O (-6.8410, 4.8125, -0.6602)
H (-8.4887, 2.8399, -0.6941)
O (6.3523, 7.2629, -6.7044)
C (7.1765, 6.2297, -6.4253)
O (7.5681, 5.5115, -7.3696)
O (7.4967, 5.9284, -5.2875)
H (6.2527, 7.0496, -7.6351)